(1)
Molecular formula: C17H53O22P5
Method: DFT, ωB97M-V/def2-TZVPD

```
97
Properties=species:S:1:pos:R:3:forces:R:3
P -3.043558 2.854341 -1.993520 2.9 1.1 1.0
P -3.770078 4.135671 3.285110 -0.4 1.5 -0.2
P -0.450058 -1.540059 -4.844180 1.3 -0.3 -0.5
P 0.736812 -3.259699 4.832590 -0.9 1.4 0.7
P 3.840772 -2.442009 -1.119550 -0.7 -1.1 -0.9
O -2.882138 2.805521 3.349160 -2.3 0.3 1.2
O -4.156968 3.296091 -0.936160 0.5 0.2 -1.0
O 0.385512 2.277771 0.207830 -1.7 1.6 2.0
O -4.688288 3.857381 1.962370 0.3 0.3 0.2
O -4.786518 3.898401 4.461570 0.2 -0.9 0.7
O -1.204988 -1.939179 -6.279710 0.8 0.5 3.7
O 2.014932 -4.088759 5.444800 -1.2 1.4 -1.2
O -0.178378 -2.531019 5.775490 2.0 -1.4 -0.8
O 5.007432 -2.806459 -0.108660 0.2 -0.7 -1.6
O -3.719998 3.237751 -3.395440 -1.7 1.0 5.0
O -0.575198 -2.562839 -3.754340 -0.2 2.0 -2.0
O 1.341272 -2.233319 3.716850 0.3 -3.2 -0.6
O -1.662738 3.495861 -1.765870 -3.4 -2.0 -0.6
O 6.402702 0.898841 1.437020 -1.4 -0.2 -0.2
O 3.425592 -1.011739 -1.103150 0.1 -1.9 0.0
O -0.866168 0.014481 -4.477190 -1.7 -3.2 -2.4
O -0.083168 -4.331099 3.978460 2.1 0.7 -0.6
O -3.158718 5.508721 3.400300 -0.7 -2.8 -1.1
O 4.439582 -2.945129 -2.531610 -2.1 1.3 1.5
O 2.680032 -3.621939 -0.811430 1.3 2.6 0.0
O -3.052648 1.235501 -2.023620 0.2 0.7 -0.6
O 1.100362 -1.291549 -5.369110 -4.1 -0.1 -1.3
C -0.089308 0.804621 -3.693310 1.8 1.1 2.6
C 2.168392 -1.347449 -4.520410 1.8 -0.5 0.6
C -5.419008 2.629261 1.730490 -0.1 -0.1 0.1
C -5.896568 4.767491 4.713000 0.1 0.0 -1.0
C -5.083998 4.353351 -1.221970 -1.6 0.4 -0.7
C -1.708168 2.784831 2.627060 2.5 0.9 -0.6
C 5.436742 1.612631 0.616320 1.0 0.8 -0.1
C -1.086748 -5.087589 4.614410 -1.4 0.7 -0.2
C 1.198212 1.176251 0.217010 1.1 -0.8 -3.1
C 1.940132 -3.380029 0.424670 0.6 0.4 0.1
C 5.516602 -3.753379 -2.830940 2.1 -0.6 -0.4
C -0.891788 -1.225679 -7.430880 0.0 1.4 -1.8
C 3.041882 -4.623169 4.537770 -1.3 0.0 0.6
C 1.305482 -0.853809 3.937020 -0.5 0.7 2.0
C 4.964642 -2.467939 1.232150 0.1 1.6 1.6
C -3.111268 2.877091 -4.492320 2.5 -2.3 -5.2
C -2.763928 0.364941 -0.917050 -0.6 0.6 1.4
H 4.116632 -1.812709 1.431290 -0.4 -0.3 0.3
H -0.937388 3.149271 3.306160 0.3 0.2 -0.3
H -5.790688 5.251541 5.683870 -0.1 -0.4 0.0
H -1.342998 1.815401 2.288010 -0.8 -0.3 0.1
H 4.999662 -3.330779 1.897260 -0.2 -0.1 -0.2
H -5.329558 1.915461 2.549390 0.2 0.1 0.0
H 6.060242 -4.136519 -1.967360 -0.4 -0.1 0.2
H 4.409432 1.283561 0.772660 0.4 -0.6 0.2
H -3.368098 3.497941 -5.350620 -0.1 0.3 0.2
H -0.293678 -0.329429 -7.266260 0.4 -0.3 0.2
H 0.350552 -0.448409 3.602570 0.2 0.2 -0.2
H -1.764968 3.441681 1.759060 0.2 -0.1 -0.1
H 0.573662 1.499091 -4.209330 -0.4 0.1 -0.5
H -0.713598 1.324341 -2.966510 -0.1 0.4 -0.4
H 5.785822 -1.793939 1.476080 0.4 -0.3 -0.1
H 0.595562 0.267441 -3.037190 0.1 -0.6 0.0
H 2.115682 -2.413999 0.898040 0.0 0.5 -0.7
H 1.920122 -2.003749 -3.686310 0.5 0.2 0.3
H -3.337458 1.853961 -4.792580 -0.7 -0.3 0.0
H -5.418108 4.872301 -0.323550 0.5 -0.5 0.2
H 5.425772 2.682561 0.824240 0.1 0.1 0.5
H 3.544342 -5.308829 5.220050 0.6 0.2 -0.6
H 1.775742 1.372341 -0.686370 1.3 -0.8 0.2
H -6.482318 2.811621 1.574910 -0.1 0.6 0.4
H 1.875062 0.979991 1.048560 -0.4 0.6 0.3
H 3.623412 -3.826959 4.073030 0.2 0.0 0.5
H 2.363832 -4.022689 1.196400 -0.7 -0.7 -0.2
H 0.871032 -3.420739 0.216190 0.2 -0.6 0.2
H -5.955988 3.954791 -1.740510 -0.3 -0.7 0.5
H 7.321552 1.119631 1.267950 -0.3 0.4 -0.4
H -2.026328 2.776421 -4.462790 0.3 0.8 0.4
H 5.663212 1.603781 -0.449850 0.1 -0.7 -0.1
H 2.562032 -5.164199 3.722220 -0.1 -0.2 0.1
H 2.169142 -0.304669 3.561980 0.0 -0.5 -0.4
H -0.442168 -1.859759 -8.195000 0.4 -0.2 0.4
H -1.776268 -0.818719 -7.920970 -0.5 -0.3 0.3
H -0.739698 -6.020229 5.059220 0.1 0.2 -0.1
H 2.502082 -0.347239 -4.244160 -0.1 0.0 0.5
H -5.955828 5.536701 3.942990 0.2 0.2 0.1
H 5.292292 -4.562539 -3.525960 -0.6 -0.1 0.3
H -1.582328 -4.412899 5.312480 0.0 -0.4 0.5
H 1.333722 -0.813349 5.025900 -0.1 1.1 0.1
H 0.672202 0.269301 -0.081070 -0.3 -0.5 0.6
H 2.968412 -1.764779 -5.131900 0.3 -0.3 0.4
H -2.825188 -0.710479 -1.083860 -0.2 0.3 -1.1
H -4.867308 5.117141 -1.968810 1.5 0.0 0.2
H -1.815938 -5.227219 3.816360 0.0 -0.7 0.1
H 0.260932 2.641461 -0.671840 -0.1 -0.1 0.0
H -5.135038 2.160771 0.788160 0.6 0.2 0.2
H -6.783518 4.150771 4.567810 -0.1 0.1 0.6
H -1.798518 0.514461 -0.433600 0.2 0.6 -0.3
H 6.260432 -3.164619 -3.367770 0.0 0.3 0.0
H -3.546308 0.612741 -0.199710 0.2 -0.3 0.4
```
Forces are in eV/Å.

Output
HOMO (hartree): -0.362
Structure (SMILES): COP(=O)(OC)OC.COP(=O)(OC)OC.COP(=O)(OC)OC.COP(=O)(OC)OC.COP(=O)(OC)OC.CO.CO
ΔE to the lowest compared entry with this formula, charge and spin (kJ/mol): 460.27
Net charge: 0

---

(2)
Molecular formula: C17H54BN3O11PS
Method: DFT, ωB97M-V/def2-TZVPD

```
88
Properties=species:S:1:pos:R:3:forces:R:3
S 2.574942 -1.028036 -4.355800 -1.0 2.2 0.2
P -0.887795 -3.320743 -2.306819 -0.6 -0.1 0.1
O -1.246127 1.979327 -0.789799 1.7 -0.2 -0.3
O -3.457765 4.648864 7.523761 0.2 -0.2 -0.3
O -4.033256 -1.815037 -3.479508 -0.3 0.3 -0.5
O -0.665821 -0.537970 2.939493 0.6 0.0 0.2
O -3.739527 2.028743 1.143092 0.0 -0.1 -0.1
O -1.700269 4.568271 3.897942 0.3 -0.2 -0.1
O 4.319413 -4.797155 -1.719979 0.5 -0.5 -0.2
O 1.107559 1.631196 -4.797514 4.1 1.8 4.6
O 1.878245 3.847216 -0.440788 0.2 0.0 0.0
O 5.496569 -0.192371 -0.001660 -0.3 0.2 -0.2
O 1.603942 -5.044705 -2.294067 -1.0 0.5 3.2
N 2.960179 1.482419 -3.073420 -5.4 0.3 -5.2
N 2.468277 2.791720 -3.037766 -4.5 -1.5 -4.9
N -1.180144 -4.577668 -3.579435 -1.1 -0.6 -0.7
C 0.339743 -5.063063 0.056155 0.6 -1.4 0.3
C -3.642422 6.037324 7.729954 0.2 -0.1 -0.2
C 2.127760 0.798191 -4.142738 2.2 1.1 3.1
C -3.924185 3.417201 1.349284 0.2 -0.3 -0.2
C 1.705147 -1.872317 -2.870463 -0.2 0.4 0.1
C -1.095318 -0.468825 -1.413086 0.2 -0.3 0.7
C 6.813536 -0.563396 -0.365486 -0.2 0.1 -0.1
C -1.868609 -0.370009 3.667175 0.1 0.0 0.1
C 1.079267 -4.103421 1.158937 -1.3 0.2 0.9
C 4.805855 -3.660720 -1.029817 0.1 -0.1 0.0
C -0.703526 -2.018983 -0.925918 0.0 2.9 2.0
C -5.244079 -1.874417 -2.748198 0.1 0.2 -0.2
C 2.524423 4.231927 0.758746 0.0 -0.2 -0.3
C 1.335221 2.924665 -4.074110 4.0 -1.9 3.3
C -1.884926 5.956730 4.104136 0.2 -0.1 -0.2
C 0.355181 -2.515469 -3.478137 1.5 1.3 -2.2
C -0.886178 0.644808 -0.219771 -0.4 -0.7 -1.3
B 0.433684 -4.516773 -1.506557 2.7 -1.6 -0.3
H -4.055256 6.489369 6.824707 -0.1 0.3 0.1
H -4.149579 -1.141310 -4.170805 0.2 -0.4 0.4
H -1.077540 4.469518 3.157817 -0.4 -0.1 0.4
H 5.093551 -5.313612 -2.001601 -0.5 0.2 0.1
H -4.621408 3.563724 2.177505 0.1 -0.1 -0.1
H 0.356054 -1.939591 -0.438475 -1.6 -0.2 -0.7
H 5.113372 0.281278 -0.759385 0.0 -0.3 0.4
H 2.571086 3.558558 -1.058830 -0.5 0.1 -0.1
H -1.808306 -5.276403 -3.125698 0.4 0.8 -0.7
H 0.067208 -0.403995 3.564029 -0.4 -0.1 -0.5
H 0.627636 -3.311846 -4.324206 -0.3 1.7 2.0
H -3.116798 1.929990 0.402967 -0.1 0.1 0.2
H 0.774732 3.946917 -4.166783 0.9 -2.6 -0.3
H 1.899147 -3.388570 0.723187 -1.5 -1.5 0.7
H -1.737831 -4.088153 -4.315732 0.4 -0.8 0.6
H -1.905634 0.639630 4.083718 -0.3 0.0 0.1
H 0.916487 -6.107951 0.087138 -1.2 2.0 -0.1
H 0.237228 -3.415862 1.645557 2.0 -1.3 -1.1
H -1.674205 0.410493 0.617496 1.9 0.6 -1.4
H -2.965806 3.880490 1.596272 -0.1 0.2 0.0
H -0.460474 2.328810 -1.335977 -1.7 -1.0 1.4
H -0.783799 -5.327817 0.321685 2.3 0.8 -0.2
H -2.684044 6.500613 7.976941 -0.1 0.3 0.1
H 3.067947 3.378221 1.170932 0.1 0.1 0.3
H 2.516499 -2.606873 -2.458850 -1.7 1.1 -1.0
H 0.222684 0.706815 0.151426 -2.2 -0.4 -0.4
H -4.337018 3.869247 0.444037 0.0 0.3 0.1
H -1.859594 -3.988005 -1.480171 -0.7 -0.4 0.7
H -5.146821 -2.625017 -1.960364 0.1 0.1 -0.2
H 1.588690 -1.008488 -2.091354 0.0 -1.7 -1.4
H -0.462833 -0.105314 -2.331737 -1.1 -0.8 1.6
H -2.297759 6.408775 3.198888 -0.1 0.3 0.1
H -4.339646 6.183845 8.558175 0.1 -0.1 -0.1
H 3.958114 -3.056470 -0.698524 0.1 -0.1 -0.1
H 3.215655 5.053263 0.554157 0.1 0.1 0.3
H 6.780519 -1.214995 -1.242104 0.3 0.0 0.0
H -2.217525 -0.500662 -1.742498 2.1 0.3 0.6
H 5.433638 -3.067643 -1.699441 0.0 0.2 0.1
H 5.384074 -3.981463 -0.159808 0.0 0.3 0.1
H 7.397831 0.333265 -0.586504 0.3 -0.1 -0.1
H 2.299233 -5.420629 -1.650890 -1.6 0.7 -1.5
H 7.274406 -1.099722 0.467276 -0.1 0.1 -0.1
H -2.715351 -0.514448 2.992115 0.2 0.1 0.0
H -6.061438 -2.155194 -3.417031 -0.3 0.0 0.2
H -1.915721 -1.109128 4.470674 -0.2 0.0 0.1
H -1.457845 -2.245892 -0.029807 1.6 0.4 -1.8
H 1.771289 4.563066 1.477548 0.1 -0.1 -0.1
H -5.446577 -0.899924 -2.297103 -0.2 -0.1 0.2
H 1.508018 -4.753789 2.043875 -0.6 1.3 -1.8
H -0.220383 -1.649793 -4.065494 1.2 -1.6 1.2
H -2.582148 6.103252 4.932356 0.1 -0.1 -0.1
H -0.926548 6.420019 4.351123 -0.1 0.3 0.1
H -1.981168 -2.498239 -2.843902 0.5 -0.1 0.0
H -2.835036 4.550112 6.783636 -0.3 -0.1 0.4
```
Forces are in eV/Å.

Output
HOMO (hartree): -0.108
Net charge: -1

---

(3)
Molecular formula: C17H54N3O9
Method: DFT, ωB97M-V/def2-TZVPD

```
83
Properties=species:S:1:pos:R:3:forces:R:3
O 51.289000 28.575000 26.711000 2.8 0.2 1.9
O 50.016000 32.287000 25.675000 -0.6 -0.5 0.7
O 51.151000 34.597000 28.192000 -1.1 2.6 0.8
O 55.288000 33.084000 34.700000 0.5 -1.2 1.5
O 53.202000 32.018000 30.217000 2.6 0.2 2.1
O 47.958000 28.377000 29.818000 -3.5 -4.4 -1.7
O 50.568000 34.176000 32.827000 0.8 1.5 0.8
O 53.323000 31.563000 26.824000 2.6 5.1 -2.0
O 50.828000 28.756000 31.139000 4.8 -6.2 1.5
N 49.484000 31.535000 30.526000 -0.3 0.9 0.8
N 51.760000 31.586000 28.289000 4.6 0.9 0.7
N 53.713000 30.416000 32.792000 -0.7 1.6 -3.1
C 50.605000 27.594000 30.249000 -1.5 -0.1 -0.3
C 50.944000 31.724000 24.801000 -1.6 -4.0 -2.8
C 48.208000 29.673000 29.530000 3.3 0.2 0.1
C 52.231000 29.096000 31.352000 -1.0 -5.8 3.8
C 53.554000 30.273000 26.630000 4.8 -1.8 -4.8
C 46.751000 27.767000 29.052000 0.3 1.3 3.7
C 49.993000 33.595000 31.664000 -4.0 -4.5 8.7
C 52.030000 34.855000 27.123000 -1.8 2.3 -3.8
C 49.093000 30.133000 30.702000 -3.1 3.2 -1.3
C 50.158000 35.556000 33.005000 -3.0 -1.9 -5.7
C 55.294000 31.748000 34.016000 2.9 1.9 1.4
C 52.345000 30.093000 32.531000 -1.8 -4.1 0.0
C 53.873000 31.545000 33.595000 0.4 -4.4 6.4
C 53.808000 33.279000 29.761000 0.9 -2.7 -1.7
C 50.240000 27.984000 26.025000 -1.4 5.1 -0.6
C 50.125000 32.035000 31.719000 1.6 1.3 0.6
C 56.632000 33.476000 35.101000 0.2 -2.7 1.3
H 51.225000 26.690000 30.479000 0.2 1.2 -0.2
H 57.066000 33.889000 34.289000 1.7 0.9 -3.4
H 52.935000 29.856000 25.865000 -0.3 0.1 -0.9
H 51.766000 30.949000 28.965000 -0.9 -3.5 3.4
H 51.194000 31.707000 31.635000 -1.9 2.6 -0.7
H 53.199000 31.272000 34.684000 1.8 1.3 -2.5
H 50.663000 36.133000 33.601000 3.6 1.9 4.3
H 50.687000 31.828000 23.748000 -0.7 0.6 -0.3
H 48.752000 32.241000 30.461000 -0.9 -0.8 -0.8
H 56.833000 34.329000 35.760000 -1.5 -0.6 0.9
H 56.096000 32.097000 33.230000 -1.6 -2.0 0.6
H 50.281000 34.026000 30.871000 1.9 3.1 -6.3
H 49.073000 35.707000 33.351000 1.2 -0.6 -1.1
H 54.899000 33.316000 29.934000 0.1 -1.0 -1.4
H 47.405000 30.268000 29.433000 -3.8 2.1 0.5
H 53.475000 32.361000 33.265000 -2.4 5.0 -2.3
H 54.022000 32.247000 26.781000 -0.2 -1.3 -0.3
H 50.628000 35.474000 28.439000 1.8 -2.9 -0.9
H 48.576000 30.000000 31.653000 -1.0 0.1 0.1
H 53.755000 31.653000 31.014000 -1.3 0.7 -1.9
H 52.705000 27.956000 31.347000 -0.2 3.1 0.9
H 48.898000 33.640000 31.968000 0.5 0.6 -1.6
H 53.327000 29.712000 27.413000 -0.7 -2.3 4.0
H 50.456000 36.154000 32.012000 -1.5 -1.3 1.4
H 54.634000 30.069000 26.314000 -1.3 0.1 0.6
H 46.687000 28.021000 28.061000 0.2 1.5 -2.4
H 50.999000 30.549000 24.763000 0.0 1.9 1.0
H 51.973000 29.338000 33.433000 0.0 2.6 -1.7
H 57.310000 32.568000 35.392000 -1.4 1.5 -0.1
H 54.030000 29.715000 33.354000 1.5 -2.8 1.1
H 46.575000 26.719000 29.021000 1.5 -1.4 0.7
H 53.422000 33.505000 28.691000 1.2 -0.1 2.2
H 49.769000 31.703000 32.791000 0.2 0.3 -2.0
H 50.655000 27.938000 29.122000 0.1 -0.7 2.2
H 52.220000 35.932000 26.864000 0.0 -0.5 1.3
H 53.000000 34.414000 27.179000 0.4 -0.6 0.3
H 52.064000 31.270000 27.380000 0.2 0.0 0.7
H 51.855000 27.827000 27.068000 -0.9 1.5 -0.6
H 49.539000 27.212000 30.479000 1.8 1.1 -0.6
H 52.384000 32.318000 28.694000 -1.3 -0.9 -1.2
H 52.410000 29.413000 30.459000 2.5 2.8 -5.3
H 48.568000 29.841000 28.492000 1.2 -0.4 0.2
H 49.763000 28.865000 25.346000 1.0 -2.8 1.2
H 51.633000 30.901000 32.087000 2.5 -2.5 2.9
H 53.650000 34.005000 30.435000 -2.1 3.0 2.1
H 55.684000 30.814000 34.729000 -0.7 2.6 -1.8
H 50.972000 31.881000 28.010000 -8.5 3.3 -1.1
H 51.922000 32.058000 24.745000 1.8 1.2 1.3
H 51.562000 34.660000 26.056000 0.6 -0.7 2.1
H 49.168000 31.782000 25.600000 1.2 0.7 0.0
H 50.682000 27.178000 25.660000 0.9 -3.6 -3.4
H 50.005000 29.588000 30.936000 -2.1 1.7 -1.5
H 45.840000 28.033000 29.606000 0.3 0.8 -0.3
H 49.606000 27.650000 26.755000 -2.7 -0.7 1.5
```
Forces are in eV/Å.

Output
HOMO (hartree): -0.372
ΔE to the lowest compared entry with this formula, charge and spin (kJ/mol): 808.79
Net charge: +1

---

Number 1: frontier orbital gap 10.4 eV. Number 2: frontier orbital gap 4.9 eV. Number 3: frontier orbital gap 8.1 eV.